Density functional theory data (the ωB97M-V functional and the def2-TZVPD basis) for a 2-piece molecular cluster, C6H9N overall.

Calculated values
HOMO-LUMO gap (eV): 9.2
ΔE to the lowest compared entry with this formula, charge and spin (kcal/mol): 50.2
E_LUMO (eV): -0.108
E_HOMO (eV): -9.2853
SMILES: C=C1N=CC=C1C.[H][H]
DFT total energy (Ha): -288.702107

```
! RIJCOSX wB97M-V def2-TZVPD def2/J DEFGRID3
* xyz 0 1
C -0.532 1.544 0.458
C 0.407 0.613 0.297
N 1.794 0.914 0.252
C 2.372 -0.237 0.184
C 1.445 -1.378 0.173
C 0.205 -0.853 0.224
C -1.118 -1.548 0.243
H -1.582 1.261 0.501
H -0.235 2.584 0.554
H 3.454 -0.312 0.113
H 1.727 -2.423 0.103
H -0.991 -2.633 0.165
H -1.740 -1.217 -0.597
H -1.654 -1.329 1.175
H -2.136 2.578 -1.871
H -1.416 2.437 -1.973
*
```